# 1
Entry from the Open Molecules 2025 dataset: 3 unconnected molecules or ions with the total composition C4H17N2O2 (ωB97M-V/def2-TZVPD).

Each atom is followed by the atoms it is bonded to, with distances in Å.
Atoms and positions in Å:
1 C -2.147 -1.244 0.146  C2 1.505, H7 1.098, H8 1.085, H9 1.096
2 C -1.236 -0.047 0.086  C1 1.505, C3 1.529, N6 1.540, H10 1.109
3 C -0.121 -0.334 -0.920  C2 1.529, C4 1.543, H11 1.103, H12 1.075
4 C 0.998 -1.206 -0.313  C3 1.543, N5 1.453, H13 1.091, H14 1.107
5 N 2.126 -0.419 0.153  C4 1.453, H15 1.016, H16 1.018
6 N -0.541 0.415 1.380  C2 1.540, H17 1.017, H18 1.024, H19 1.023
7 H -3.105 -1.020 -0.341  C1 1.098
8 H -1.845 -2.149 -0.369  C1 1.085
9 H -2.483 -1.310 1.187  C1 1.096
10 H -1.779 0.857 -0.257  C2 1.109
11 H 0.423 0.577 -1.222  C3 1.103
12 H -0.430 -0.630 -1.907  C3 1.075
13 H 0.704 -1.800 0.554  C4 1.091
14 H 1.162 -1.903 -1.157  C4 1.107
15 H 2.776 -0.839 0.812  N5 1.016
16 H 2.787 -0.158 -0.576  N5 1.018
17 H -1.045 1.187 1.809  N6 1.017
18 H -0.729 -0.301 2.087  N6 1.024
19 H 0.466 0.507 1.225  N6 1.023
20 H 0.459 1.234 -4.455  O22 0.958
21 H -0.708 1.711 -3.735  O22 0.965
22 O 0.200 1.438 -3.555  H20 0.958, H21 0.965
23 H 1.533 1.569 3.821  O25 0.967
24 H 1.592 2.136 2.478  O25 0.966
25 O 0.945 1.732 3.071  H23 0.967, H24 0.966

The charge is +1. For the orbital gap, the calculation gives 10.517 eV. For the HOMO energy, the calculation gives -13.306 eV. As for the energy above the lowest of the compared OMol25 structures with the same formula, charge and spin: 152.2 kJ/mol.

=====

# 2
Entry from the Open Molecules 2025 dataset: 3 unconnected molecules or ions with the total composition C4H17N2O2 (ωB97M-V/def2-TZVPD).

Each atom is followed by the atoms it is bonded to, with distances in Å.
Atoms and positions in Å:
1 C -0.380 -1.933 0.849  N2 1.469, C3 1.579, H7 1.096, H8 1.105
2 N 0.719 -2.051 1.817  C1 1.469, H9 1.018, H10 1.013
3 C -0.056 -0.841 -0.245  C1 1.579, N4 1.524, C6 1.501, H11 1.085
4 N 0.869 0.156 0.442  C3 1.524, H12 1.033, H13 1.034, H14 1.039
5 C -1.077 0.389 -2.167  C6 1.571, H15 1.096, H16 1.084, H17 1.090
6 C -1.335 -0.239 -0.750  C3 1.501, C5 1.571, H18 1.089, H19 1.087
7 H -1.331 -1.649 1.315  C1 1.096
8 H -0.486 -2.844 0.234  C1 1.105
9 H 0.440 -2.117 2.793  N2 1.018
10 H 1.352 -2.836 1.724  N2 1.013
11 H 0.566 -1.306 -1.002  C3 1.085
12 H 0.360 0.847 1.016  N4 1.033
13 H 1.419 -0.388 1.128  N4 1.034
14 H 1.530 0.643 -0.194  N4 1.039
15 H -2.018 0.808 -2.542  C5 1.096
16 H -0.628 -0.343 -2.829  C5 1.084
17 H -0.361 1.202 -2.051  C5 1.090
18 H -1.723 0.598 -0.170  C6 1.089
19 H -2.082 -1.018 -0.876  C6 1.087
20 H -1.646 2.021 2.323  O22 0.952
21 H -0.584 3.113 1.832  O22 0.955
22 O -0.855 2.198 1.824  H20 0.952, H21 0.955
23 H 2.513 1.095 -1.767  O25 0.966
24 H 2.587 2.667 -1.489  O25 0.963
25 O 2.208 1.826 -1.214  H23 0.966, H24 0.963

The charge is +1. For the orbital gap, the calculation gives 10.964 eV. For the HOMO energy, the calculation gives -13.658 eV. As for the energy above the lowest of the compared OMol25 structures with the same formula, charge and spin: 49.7 kJ/mol.

=====

# 3
Entry from the Open Molecules 2025 dataset: a gas-phase ion, C4H17N4Si2 (charge +1) (ωB97M-V/def2-TZVPD).

Each atom is followed by the atoms it is bonded to, with distances in Å.
Atoms and positions in Å:
1 C -0.653 -2.317 -0.572  N6 1.468, H11 1.051, H12 1.135, H13 1.077
2 C 1.917 2.378 -0.655  N7 1.455, H14 1.032, H15 1.108, H16 1.061
3 C -2.646 1.044 0.781  Si9 1.903, H17 1.119, H18 1.117, H19 1.072
4 C 1.002 -0.078 2.014  Si10 1.915, H20 1.154, H21 1.078, H22 1.064
5 N 2.738 -1.578 -1.480  N8 1.234, H23 0.985
6 N -0.795 -0.969 -0.009  C1 1.468, Si9 1.786, Si10 1.928, H24 1.042
7 N 0.850 1.391 -0.688  C2 1.455, Si10 1.702, H25 0.983
8 N 1.650 -1.123 -1.118  N5 1.234, Si10 1.737
9 Si -2.288 -0.199 -0.614  C3 1.903, N6 1.786, H26 1.570, H27 1.446
10 Si 0.931 -0.115 0.101  C4 1.915, N6 1.928, N7 1.702, N8 1.737
11 H -0.610 -2.331 -1.622  C1 1.051
12 H 0.261 -2.928 -0.289  C1 1.135
13 H -1.529 -2.930 -0.443  C1 1.077
14 H 1.668 3.347 -0.911  C2 1.032
15 H 2.468 2.391 0.306  C2 1.108
16 H 2.696 2.016 -1.278  C2 1.061
17 H -2.371 0.671 1.799  C3 1.119
18 H -2.044 1.925 0.449  C3 1.117
19 H -3.715 1.128 0.760  C3 1.072
20 H 0.695 0.988 2.331  C4 1.154
21 H 0.376 -0.850 2.433  C4 1.078
22 H 1.935 0.024 2.514  C4 1.064
23 H 3.572 -1.646 -0.960  N5 0.985
24 H -0.935 -0.965 1.023  N6 1.042
25 H 0.007 1.495 -1.184  N7 0.983
26 H -3.287 -1.367 -0.933  Si9 1.570
27 H -1.892 0.596 -1.754  Si9 1.446

The charge is +1. For the orbital gap, the calculation gives 8.594 eV. The SMILES is [H]/N=N\[Si@@](C)(NC)[N@H+](C)[SiH2]C. For the HOMO energy, the calculation gives -12.024 eV. As for the energy above the lowest of the compared OMol25 structures with the same formula, charge and spin: 109.0 kJ/mol.

=====

# 4
Entry from the Open Molecules 2025 dataset: 4 unconnected molecules or ions with the total composition C4H18N2O5 (ωB97M-V/def2-TZVPD).

Each atom is followed by the atoms it is bonded to, with distances in Å.
Atoms and positions in Å:
1 C -0.533 1.575 -1.044  N2 1.490, C5 1.554, H9 1.089, H10 1.173
2 N -1.716 0.732 -0.712  C1 1.490, C3 1.488, H11 1.018
3 C -2.286 0.220 -1.987  N2 1.488, O4 1.450, H12 1.060, H13 1.159
4 O -1.933 -1.152 -2.291  C3 1.450, H14 0.968
5 C 0.815 0.815 -0.903  C1 1.554, N6 1.444, H15 1.128, H16 1.135
6 N 1.585 1.273 0.230  C5 1.444, C7 1.443, H17 1.043
7 C 2.102 0.180 1.019  N6 1.443, O8 1.392, H18 1.157, H19 1.113
8 O 2.993 -0.671 0.370  C7 1.392, H20 0.957
9 H -0.688 1.942 -2.058  C1 1.089
10 H -0.459 2.605 -0.487  C1 1.173
11 H -1.416 0.048 -0.020  N2 1.018
12 H -2.088 0.915 -2.763  C3 1.060
13 H -3.379 0.012 -1.661  C3 1.159
14 H -1.148 -1.312 -1.748  O4 0.968
15 H 0.615 -0.286 -1.046  C5 1.128
16 H 1.265 1.005 -1.927  C5 1.135
17 H 2.405 1.854 -0.052  N6 1.043
18 H 1.186 -0.464 1.311  C7 1.157
19 H 2.471 0.475 2.026  C7 1.113
20 H 3.947 -0.657 0.299  O8 0.957
21 H -0.145 -2.148 2.910  O23 0.965
22 H -1.120 -1.053 2.830  O23 0.973
23 O -1.091 -2.024 2.770  H21 0.965, H22 0.973
24 H -1.751 0.692 1.801  O26 0.967
25 H -0.380 1.167 1.858  O26 0.987
26 O -1.088 0.873 2.480  H24 0.967, H25 0.987
27 H 0.216 -2.894 -0.582  O29 0.975
28 H 1.285 -1.765 -0.278  O29 0.972
29 O 0.334 -1.956 -0.343  H27 0.975, H28 0.972

For the orbital gap, the calculation gives 9.122 eV. The SMILES is OCNCCNCO.O.O.O. For the HOMO energy, the calculation gives -8.904 eV. As for the energy above the lowest of the compared OMol25 structures with the same formula, charge and spin: 389.2 kJ/mol.